Record 1
# C19H46BFN3O7

A 3-piece molecular cluster, C19H46BFN3O7 overall (ωB97M-V/def2-TZVPD, the Open Molecules 2025 dataset).

Atoms and positions in Å:
C: 1.23 -1.38 6.24
C: 0.00 -2.05 5.67
O: 0.42 -3.34 5.21
C: -0.73 -1.25 4.57
C: 0.01 -0.73 3.33
C: 1.05 0.39 3.58
O: 2.30 -0.20 3.41
B: 2.17 -1.45 2.62
N: 2.95 -2.60 3.28
C: 2.68 -1.24 1.04
C: 1.64 -1.56 -0.01
F: 3.10 0.11 0.76
O: 0.69 -1.72 2.62
H: 1.02 -0.35 6.52
H: 1.57 -1.93 7.12
H: 2.03 -1.38 5.50
H: -0.74 -2.20 6.47
H: -0.36 -3.82 4.93
H: -1.21 -0.39 5.05
H: -1.55 -1.90 4.22
H: -0.79 -0.30 2.70
H: 0.89 1.20 2.86
H: 0.98 0.82 4.59
H: 3.58 -3.07 2.64
H: 2.31 -3.30 3.64
H: 3.58 -1.84 0.83
H: 1.28 -2.58 0.13
H: 0.78 -0.90 0.10
H: 2.03 -1.47 -1.02
C: 0.42 -1.39 -7.91
O: 1.58 -2.19 -7.91
C: 2.81 -1.47 -7.86
C: 3.49 -1.59 -6.51
N: 2.76 -0.89 -5.47
C: 3.25 -1.08 -4.11
C: 3.28 -2.49 -3.54
O: 2.01 -3.05 -3.29
C: 1.35 -3.64 -4.39
H: -0.41 -2.04 -8.17
H: 0.22 -0.93 -6.94
H: 0.49 -0.59 -8.66
H: 2.64 -0.42 -8.09
H: 3.46 -1.90 -8.62
H: 4.49 -1.15 -6.59
H: 3.63 -2.66 -6.30
H: 1.78 -1.14 -5.52
H: 2.63 -0.48 -3.45
H: 4.26 -0.67 -4.05
H: 3.77 -2.43 -2.57
H: 3.88 -3.18 -4.16
H: 2.06 -4.13 -5.06
H: 0.77 -2.91 -4.97
H: 0.66 -4.38 -3.99
C: -4.52 4.20 -1.08
O: -4.09 5.08 -0.06
C: -5.01 5.28 1.00
C: -4.56 4.61 2.28
N: -4.64 3.16 2.17
C: -4.07 2.42 3.30
C: -2.59 2.61 3.62
O: -1.72 2.07 2.66
C: -1.43 2.87 1.54
H: -3.83 4.31 -1.91
H: -4.51 3.15 -0.76
H: -5.53 4.44 -1.42
H: -6.01 4.92 0.71
H: -5.08 6.36 1.17
H: -5.23 4.93 3.08
H: -3.56 4.98 2.52
H: -4.20 2.86 1.32
H: -4.23 1.36 3.10
H: -4.65 2.67 4.19
H: -2.40 2.06 4.55
H: -2.34 3.66 3.81
H: -1.39 3.94 1.81
H: -2.16 2.75 0.74
H: -0.46 2.57 1.17

## Properties
Gap between HOMO and LUMO ... 6.35 eV
F_max ... 0.38 eV/A
Charge ... -1
Total energy ... -1567.2228 hartree

=====

Record 2
# C3H3FOS

One molecule with the formula C3H3FOS at a distorted geometry (ωB97M-V/def2-TZVPD, the Open Molecules 2025 dataset).

Atoms and positions in Å:
C: -0.09 -0.95 -0.17
C: 0.71 0.32 -0.15
C: 0.42 1.56 0.24
H: -1.65 -2.41 0.14
H: 1.73 0.12 -0.48
H: 1.07 2.43 0.19
O: 0.48 -1.92 -0.66
F: -0.82 1.87 0.61
S: -1.84 -1.02 0.28

## Properties
Gap between HOMO and LUMO ... 10.17 eV
F_max ... 2.08 eV/A
SMILES ... O=C(S)/C=C\F
Total energy ... -689.3682 hartree
Energy relative to the best compared isomer or geometry (same formula, charge and spin) ... 36.30 kJ/mol

=====

Record 3
# C24H22ClN3O3S

One molecule with the formula C24H22ClN3O3S at a distorted geometry (ωB97M-V/def2-TZVPD, the Open Molecules 2025 dataset).

Atoms and positions in Å:
C: 8.35 -2.40 1.33
H: 7.47 -2.99 1.09
H: 9.10 -2.56 0.56
H: 8.75 -2.74 2.28
C: 8.00 -0.91 1.43
C: 6.93 -0.68 2.49
H: 6.03 -1.24 2.27
H: 6.69 0.38 2.56
H: 7.31 -1.00 3.46
H: 8.90 -0.34 1.68
O: 7.63 -0.36 0.16
C: 6.51 -0.86 -0.45
C: 6.61 -1.93 -1.34
C: 5.48 -2.41 -1.98
C: 4.25 -1.82 -1.75
C: 4.15 -0.73 -0.90
C: 5.28 -0.25 -0.25
H: 5.23 0.58 0.44
C: 2.80 -0.13 -0.70
O: 1.78 -0.79 -0.78
N: 2.81 1.21 -0.44
C: 1.73 2.05 -0.16
N: 0.52 1.47 -0.17
C: -0.75 1.97 0.08
C: -1.77 1.03 0.11
C: -3.08 1.42 0.35
C: -3.37 2.77 0.55
C: -2.35 3.70 0.52
C: -1.04 3.32 0.28
H: -0.26 4.06 0.26
H: -2.58 4.74 0.67
H: -4.39 3.08 0.74
N: -4.15 0.52 0.40
C: -4.13 -0.83 0.22
O: -3.14 -1.50 0.02
C: -5.48 -1.48 0.37
C: -5.51 -2.68 1.08
C: -6.69 -3.38 1.26
C: -7.86 -2.89 0.71
C: -7.85 -1.72 -0.02
C: -6.66 -1.02 -0.19
Cl: -6.71 0.42 -1.17
H: -8.76 -1.34 -0.47
H: -8.79 -3.42 0.85
H: -6.69 -4.30 1.82
H: -4.58 -3.05 1.48
H: -5.05 0.95 0.56
H: -1.55 -0.02 -0.06
H: 0.55 0.46 -0.37
S: 2.12 3.62 0.14
H: 3.69 1.70 -0.44
H: 3.36 -2.19 -2.24
H: 5.57 -3.25 -2.66
H: 7.58 -2.38 -1.52

## Properties
Gap between HOMO and LUMO ... 8.27 eV
F_max ... 1.08 eV/A
SMILES ... CC(C)Oc1cccc(C(=O)NC(=S)Nc2cccc(NC(=O)c3ccccc3Cl)c2)c1
Total energy ... -2176.1964 hartree
Energy relative to the best compared isomer or geometry (same formula, charge and spin) ... 71.04 kJ/mol

=====

Record 4
# C4H7N3

An isolated ion of composition C4H7N3 and charge +2 at a distorted geometry (ωB97M-V/def2-TZVPD, the Open Molecules 2025 dataset).

Atoms and positions in Å:
C: -1.12 -0.88 0.63
C: 1.12 -0.81 -0.22
C: 1.98 0.11 -0.91
C: -2.16 1.46 0.49
N: -0.42 -1.93 0.58
N: 0.85 -1.96 0.27
N: -1.48 0.24 0.52
H: 2.92 -0.37 -1.23
H: 2.26 0.98 -0.37
H: 1.49 0.48 -1.89
H: -2.53 1.70 1.50
H: -2.90 1.57 -0.30
H: -1.38 2.14 0.13
H: 1.38 -2.72 0.79

## Properties
Gap between HOMO and LUMO (spin up / spin down) ... 9.19 / 6.73 eV
F_max ... 5.22 eV/A
Charge ... +2
Total energy ... -319.9081 hartree
Energy relative to the best compared isomer or geometry (same formula, charge and spin) ... 543.69 kJ/mol

=====

Record 5
# C10H11BrPS

An isolated ion of composition C10H11BrPS and charge +1 at a distorted geometry (ωB97M-V/def2-TZVPD, the Open Molecules 2025 dataset).

Atoms and positions in Å:
C: 0.84 -3.86 0.63
C: -0.13 -2.99 0.31
C: 2.14 -3.34 0.60
C: 0.38 -1.76 -0.01
C: -1.76 2.12 -0.69
C: -1.71 1.57 0.60
C: 0.66 2.32 -0.87
C: 0.62 1.95 0.59
C: -0.64 2.16 -1.47
C: -0.49 0.94 0.95
P: -0.37 -0.25 -0.60
S: 2.12 -1.72 0.10
Br: -2.37 -1.00 -0.92
H: 0.63 -4.95 0.76
H: -1.08 -3.51 0.32
H: 3.04 -3.88 0.60
H: -2.69 2.48 -1.10
H: -2.62 1.56 1.14
H: 1.00 3.32 -1.00
H: 1.38 1.70 -1.41
H: 1.63 1.64 0.96
H: 0.46 2.79 1.14
H: -0.66 2.38 -2.51
H: -0.37 0.32 1.88

## Properties
Gap between HOMO and LUMO (spin up / spin down) ... 6.71 / 6.71 eV
F_max ... 4.79 eV/A
Charge ... +1
Total energy ... -3700.8755 hartree
Energy relative to the best compared isomer or geometry (same formula, charge and spin) ... 101.80 kJ/mol

=====

Record 6
# C30H48BrN3P2SeW

C30H48BrN3P2SeW as an isolated structure at a distorted geometry (ωB97M-V/def2-TZVPD, the Open Molecules 2025 dataset).

Atoms and positions in Å:
N: -4.97 4.26 -2.74
C: -4.72 4.12 -1.45
C: -3.95 3.03 -0.93
C: -3.45 2.08 -1.84
C: -3.84 2.19 -3.20
C: -4.56 3.34 -3.62
C: -2.52 0.87 -1.48
W: -0.89 0.41 -0.27
P: 2.60 -0.10 -0.28
C: -1.20 0.92 -2.16
C: -0.19 1.97 -1.63
C: 1.18 1.79 -2.06
C: 2.05 2.87 -2.18
C: 1.83 4.13 -1.49
C: 0.65 4.11 -0.68
C: -0.41 3.14 -0.83
Br: 3.01 5.55 -1.57
H: -3.18 -0.01 -1.56
H: -1.08 0.54 -3.17
H: -3.77 2.93 0.14
H: -3.59 1.41 -3.89
H: -5.11 4.88 -0.76
H: -4.82 3.49 -4.67
H: 1.31 0.78 -2.51
H: -1.46 3.39 -0.65
H: 2.95 2.74 -2.79
H: 0.54 4.92 0.07
P: -1.29 -1.82 -0.25
C: 4.12 1.16 -0.22
C: 5.49 0.71 -0.74
H: 4.17 1.51 0.83
H: 3.78 2.01 -0.83
H: 6.26 1.47 -0.48
H: 5.86 -0.25 -0.33
H: 5.53 0.63 -1.85
C: 3.16 -1.03 -1.84
C: 4.19 -2.18 -1.96
H: 3.44 -0.28 -2.60
H: 2.21 -1.48 -2.16
H: 4.16 -2.54 -3.00
H: 5.23 -1.91 -1.74
H: 3.96 -3.07 -1.37
C: 3.30 -1.42 0.87
C: 4.44 -1.16 1.86
H: 3.58 -2.26 0.22
H: 2.42 -1.77 1.43
H: 4.44 -1.99 2.58
H: 5.43 -1.12 1.38
H: 4.26 -0.23 2.41
C: -0.57 -2.53 1.27
C: -0.81 -4.04 1.34
H: -1.01 -2.00 2.13
H: 0.51 -2.30 1.27
H: -1.87 -4.31 1.42
H: -0.38 -4.57 0.49
H: -0.31 -4.42 2.24
C: -0.30 -2.63 -1.54
C: -1.00 -2.72 -2.89
H: -0.08 -3.62 -1.14
H: 0.66 -2.10 -1.61
H: -1.91 -3.34 -2.83
H: -1.29 -1.75 -3.31
H: -0.31 -3.19 -3.61
C: -3.02 -2.27 -0.37
C: -3.97 -1.51 0.56
H: -2.99 -3.36 -0.15
H: -3.33 -2.17 -1.42
H: -4.80 -1.10 -0.03
H: -4.35 -2.16 1.36
H: -3.43 -0.67 1.04
C: -3.36 -0.67 3.91
N: -1.99 -0.19 4.06
C: -1.13 -0.68 5.04
C: 0.08 -0.09 4.85
N: -0.04 0.76 3.76
C: 1.08 1.54 3.21
C: -1.29 0.65 3.24
Se: -1.81 1.48 1.57
H: -4.05 0.10 3.52
H: -3.70 -0.98 4.91
H: -3.43 -1.56 3.27
H: -1.48 -1.37 5.78
H: 1.00 -0.21 5.39
H: 1.58 2.05 4.05
H: 1.82 0.87 2.73
H: 0.75 2.29 2.48

## Properties
Gap between HOMO and LUMO (spin up / spin down) ... 5.63 / 4.41 eV
F_max ... 4.87 eV/A
Charge ... +4
2S+1 ... 3
Total energy ... -7059.7050 hartree
Energy relative to the best compared isomer or geometry (same formula, charge and spin) ... 372.97 kJ/mol